This record from OMol25 describes a structure of composition C5H9NO. The level of theory is wB97M-V/def2-TZVPD.

Geometry as XYZ:
```
16
Properties=species:S:1:pos:R:3:forces:R:3:lowdin_charge:R:1
N 1.81586 0.36844 0.95111 0.9 1.0 -0.7 0.12
C 1.29651 0.18914 -0.19332 0.8 0.6 0.4 -0.58
C 1.08564 -1.13366 -0.73641 -1.2 0.0 1.3 0.05
C -0.33857 -0.96940 0.57807 0.0 -1.0 -1.0 -0.06
C -1.36430 -0.01903 -0.01821 0.1 -0.2 -0.3 -0.19
C -0.71056 1.34682 -0.26588 -0.2 -0.1 0.1 -0.19
O 0.54006 1.11524 -0.89964 0.3 0.4 0.0 -0.07
H 1.55409 1.29104 1.27787 0.4 0.4 0.1 0.05
H 0.76267 -1.18514 -1.79814 -0.3 0.1 1.0 0.11
H 1.82897 -1.91283 -0.52093 -0.6 0.3 0.5 0.10
H -0.13180 -0.62986 1.62724 0.9 -0.5 -1.4 0.12
H -0.55120 -2.01105 0.60852 -1.1 -0.7 0.0 0.07
H -1.68303 -0.45006 -0.96618 -0.3 0.2 -0.1 0.11
H -2.24546 0.11383 0.62953 0.3 -0.2 -0.1 0.12
H -0.56548 1.90933 0.67120 0.0 -0.2 -0.1 0.12
H -1.29339 1.97717 -0.94482 0.1 -0.2 0.1 0.13
```
Positions in Å, forces in eV/Å.

Output
- HOMO energy: -8.7 eV
- Total charge: 0
- Largest force on an atom: 1.78 eV/A
- 2S+1: 1
- Lowest unoccupied orbital energy: 1.0 eV



This record from OMol25 describes an isolated molecule of C3H9NO. The level of theory is wB97M-V/def2-TZVPD.

Geometry as XYZ:
```
14
Properties=species:S:1:pos:R:3:forces:R:3:lowdin_charge:R:1
C 1.57670 0.75147 1.30798 0.4 0.4 0.1 -0.15
N 0.27898 0.49604 0.76862 -0.7 0.4 0.6 -0.15
C 0.12260 -0.11913 -0.50354 0.1 -0.4 -0.4 -0.26
C -1.35196 -0.36044 -0.77007 0.2 0.3 -0.2 -0.27
O -1.54870 -0.82078 -2.10337 -0.1 -0.3 0.2 -0.07
H 2.31501 -0.03522 1.09998 -0.1 0.0 0.0 0.08
H 1.98221 1.70432 0.94346 0.1 -0.1 -0.2 0.07
H 1.50712 0.87765 2.38745 0.0 -0.1 0.1 0.08
H -0.43988 0.29690 1.44769 0.2 -0.2 -0.1 0.11
H 0.60709 -1.10402 -0.60468 0.2 0.0 0.2 0.12
H 0.59142 0.49890 -1.27076 -0.2 0.2 -0.2 0.12
H -1.92078 0.56039 -0.60003 0.0 0.0 -0.1 0.12
H -1.67694 -1.09847 -0.03693 -0.2 -0.1 0.0 0.12
H -2.04285 -1.64762 -2.06580 0.1 0.2 -0.1 0.08
```
Positions in Å, forces in eV/Å.

Output
- HOMO energy: -8.4 eV
- SMILES string: CNCCO
- Total charge: 0
- Largest force on an atom: 0.95 eV/A
- 2S+1: 1
- Lowest unoccupied orbital energy: 0.9 eV



This record from OMol25 describes a structure of composition C3H4CdO. The level of theory is wB97M-V/def2-TZVPD.

Geometry as XYZ:
```
9
Properties=species:S:1:pos:R:3:forces:R:3:lowdin_charge:R:1
C -0.17009 0.83826 0.18990 -0.2 0.0 0.5 -0.13
C -0.77353 -0.25992 -0.64980 0.4 0.7 0.3 -0.19
C -0.36521 1.20189 -1.02610 -0.5 -0.8 -0.1 -0.05
H 0.07575 1.05406 1.22306 0.2 0.0 -0.4 0.09
H -1.82273 -0.52251 -0.43354 0.4 0.1 -0.4 0.07
H -0.11623 -1.11269 -0.89067 -0.3 0.4 -0.2 0.04
H -0.40433 1.97977 -1.78569 0.1 -0.4 0.3 0.09
O 2.17042 -0.78882 1.59827 1.4 2.9 -0.3 -0.98
Cd 1.40596 -2.39004 1.77458 -1.4 -2.8 0.3 1.07
```
Positions in Å, forces in eV/Å.

Output
- HOMO energy (alpha / beta): -9.1 / -9.2 eV
- Total charge: 0
- Largest force on an atom: 3.20 eV/A
- 2S+1: 1
- Lowest unoccupied orbital energy (alpha / beta): -2.1 / -2.2 eV



This record from OMol25 describes a structure of composition C70H64BaN14OPS3. The level of theory is wB97M-V/def2-TZVPD.

Geometry as XYZ:
```
154
Properties=species:S:1:pos:R:3:forces:R:3:lowdin_charge:R:1
Ba -0.29941 -0.39700 -0.64406 0.0 -0.3 0.7 1.43
C 3.18090 -2.61238 -0.67282 -0.3 0.1 0.1 -0.15
C 3.71287 -2.30622 0.73371 -0.1 0.2 0.2 -0.13
C 4.04049 -0.86969 1.05702 0.0 0.0 -0.2 -0.17
C 5.32784 -0.43458 0.97881 0.0 0.0 0.0 -0.09
C 5.77626 0.86077 1.32973 -0.1 0.1 0.0 -0.14
C 4.76523 1.78086 1.58794 0.2 -0.2 0.0 -0.16
C 3.45030 1.40270 1.66225 -0.3 -0.2 0.6 -0.13
N 3.06500 0.01450 1.66697 0.5 0.0 -0.1 0.06
N 1.73454 -2.86636 -0.73528 -0.4 -0.1 -0.4 -0.19
C 1.32663 -3.96887 0.12710 0.1 0.2 -0.1 -0.15
C -0.15652 -4.09378 0.37505 -0.1 0.1 -0.1 -0.25
C -0.63278 -5.12764 1.17997 0.0 0.0 0.0 -0.02
C -1.99191 -5.23261 1.40850 0.0 0.0 0.0 -0.07
C -2.85255 -4.31888 0.81007 0.1 -0.1 0.0 -0.06
C -2.29230 -3.32754 0.03012 0.0 0.1 -0.1 -0.18
N -0.97428 -3.20011 -0.16716 -0.2 0.0 0.2 0.01
C 1.33728 -3.18567 -2.11279 0.1 0.1 0.1 -0.18
C 1.54595 -2.08688 -3.12693 0.0 0.0 0.1 -0.32
C 1.66049 -2.41995 -4.46926 0.1 0.1 -0.1 -0.02
C 1.75968 -1.40616 -5.40791 0.0 0.0 0.0 -0.06
C 1.76119 -0.08648 -4.98101 0.1 -0.1 -0.1 -0.05
C 1.64310 0.15878 -3.62602 0.0 0.0 0.1 -0.14
N 1.53215 -0.81764 -2.71276 0.1 0.0 -0.2 -0.02
H 3.72704 -3.46677 -1.10857 0.0 -0.1 0.1 0.12
H 3.37633 -1.74802 -1.30569 0.1 -0.1 -0.1 0.11
H 4.62820 -2.87944 0.87498 0.1 0.1 0.0 0.11
H 3.01015 -2.64946 1.48222 0.1 -0.2 0.0 0.08
H 6.04838 -1.15512 0.60217 0.0 0.0 0.0 0.11
H 6.81902 1.14011 1.27559 -0.1 0.0 -0.1 0.07
H 4.98674 2.84478 1.62274 -0.1 0.0 0.1 0.09
H 2.65011 2.11070 1.56664 -0.2 0.0 0.0 0.05
H 1.77295 -3.84036 1.10770 0.1 0.0 0.0 0.11
H 1.69315 -4.93207 -0.26909 0.0 -0.1 0.0 0.14
H 0.06324 -5.82965 1.62326 0.0 0.0 0.0 0.11
H -2.37899 -6.02103 2.04275 0.0 0.0 0.0 0.10
H -3.92521 -4.37490 0.94244 0.0 0.0 0.0 0.10
H -2.90942 -2.59253 -0.47684 0.0 0.0 0.0 0.05
H 0.26582 -3.39136 -2.11303 0.0 -0.1 -0.1 0.06
H 1.85319 -4.09237 -2.46837 0.1 0.0 0.0 0.13
H 1.64408 -3.46034 -4.76963 0.0 0.0 0.0 0.12
H 1.82138 -1.64302 -6.46351 0.0 0.0 0.0 0.11
H 1.82722 0.73488 -5.68178 0.0 0.0 0.0 0.11
H 1.62354 1.17164 -3.22982 0.0 0.0 0.0 0.08
N -5.69702 -0.73867 1.16390 -0.2 0.1 -0.1 0.11
C -6.64515 -0.76854 0.12125 0.0 0.0 0.1 -0.24
C -7.96281 -1.09142 0.39722 0.0 0.0 0.0 -0.04
C -8.91348 -1.10778 -0.61947 0.0 0.0 0.0 -0.10
C -8.53769 -0.80722 -1.91518 0.1 0.0 0.0 -0.10
C -7.20756 -0.49633 -2.19109 -0.1 0.0 -0.1 -0.10
C -6.26131 -0.46922 -1.18193 0.2 0.0 0.0 -0.43
S -4.57831 -0.06254 -1.58455 -0.2 0.1 0.0 0.95
N -3.76534 -0.33645 -0.13374 0.3 0.1 -0.2 -0.24
C -4.33421 -0.61550 0.96150 0.1 -0.1 0.2 -0.37
C -3.48319 -0.83657 2.18075 0.0 0.1 0.0 -0.22
C -4.03072 -0.86890 3.45460 -0.1 0.0 0.2 -0.02
C -3.19602 -1.05515 4.55020 -0.1 0.1 0.0 -0.06
C -1.84323 -1.20594 4.34333 -0.1 0.0 0.0 -0.04
C -1.37689 -1.16896 3.03521 0.0 -0.1 0.0 -0.10
N -2.17522 -0.99012 1.98018 0.4 0.2 0.0 0.10
H -5.99329 -1.15593 2.02572 0.0 -0.1 0.0 0.11
H -8.24959 -1.32892 1.41766 0.0 0.0 0.0 0.11
H -9.94203 -1.35487 -0.38730 0.0 0.0 0.0 0.10
H -9.26602 -0.81940 -2.71609 0.0 0.0 0.0 0.10
H -6.89614 -0.27026 -3.20624 0.0 0.0 0.0 0.11
H -5.08727 -0.70655 3.61864 0.0 0.0 0.0 0.10
H -3.60649 -1.05878 5.55182 0.0 0.0 0.0 0.11
H -1.15113 -1.33585 5.16520 0.0 0.0 0.0 0.11
H -0.31484 -1.30324 2.82459 -0.3 0.0 -0.1 0.07
O 1.28323 -1.41425 1.83390 0.0 0.0 -0.2 -0.16
C 1.94344 -0.43060 2.28305 0.1 0.4 0.1 -0.43
C 1.70999 0.01128 3.70638 0.2 0.0 -0.1 -0.15
C 1.88694 -1.07118 4.58704 0.1 0.0 0.1 -0.04
C 2.06044 -0.88412 5.94328 0.0 0.0 0.0 -0.09
C 2.07203 0.40961 6.46484 0.0 0.1 0.0 -0.09
C 1.78623 1.47279 5.63250 0.0 -0.1 0.0 -0.11
C 1.52486 1.28863 4.26428 0.0 0.1 0.0 -0.31
P 0.62624 2.55288 3.28409 0.0 -0.1 -0.1 1.12
C -1.05088 2.56385 4.07372 0.0 0.0 0.0 -0.36
C -1.29945 2.56430 5.44829 -0.1 0.0 0.0 -0.09
C -2.59227 2.69182 5.93666 0.1 0.0 0.0 -0.09
C -3.66320 2.83867 5.06035 0.1 0.0 0.0 -0.09
C -3.43490 2.82180 3.69416 0.0 -0.1 0.0 -0.08
C -2.13883 2.66640 3.20919 0.1 -0.1 0.0 -0.10
C 1.30178 4.12733 3.96778 0.1 -0.1 0.0 -0.36
C 0.49666 5.17350 4.41620 0.0 0.0 -0.1 -0.09
C 1.05921 6.37023 4.84669 0.0 0.0 0.0 -0.10
C 2.43490 6.54236 4.83186 0.0 0.0 0.0 -0.11
C 3.24795 5.50817 4.38148 0.0 0.0 0.0 -0.09
C 2.68667 4.31468 3.95104 0.0 0.0 0.1 -0.10
H 1.94654 -2.06533 4.16170 0.0 0.0 0.0 0.12
H 2.22571 -1.73721 6.59170 0.0 0.0 0.0 0.10
H 2.27723 0.58031 7.51494 0.0 0.0 0.0 0.10
H 1.75113 2.47427 6.04618 0.0 0.0 0.0 0.10
H -0.48069 2.47573 6.14870 0.0 0.0 0.0 0.09
H -2.76259 2.68932 7.00695 0.0 0.0 0.0 0.10
H -4.66792 2.96383 5.44598 0.0 0.0 0.0 0.10
H -4.25760 2.93711 2.99722 0.1 0.0 0.0 0.10
H -1.96870 2.65198 2.14031 0.0 -0.2 0.2 0.06
H -0.57972 5.05532 4.43035 0.0 0.0 0.0 0.10
H 0.41680 7.16776 5.20087 0.0 0.0 0.0 0.10
H 2.87199 7.47525 5.16766 0.0 0.0 0.0 0.10
H 4.32507 5.62668 4.36955 0.0 0.0 0.0 0.10
H 3.33112 3.50568 3.62456 0.0 0.0 -0.1 0.09
S -1.77576 -1.84439 -2.94390 -0.1 0.0 -0.2 0.46
C -1.65519 -0.72756 -4.27597 0.0 -0.1 -0.1 -0.71
C -1.60009 -1.24242 -5.58109 0.0 0.0 0.1 -0.09
C -1.43870 -0.44319 -6.70229 0.0 -0.1 -0.2 -0.22
C -1.34814 -1.05492 -8.00506 0.0 0.1 0.3 -0.19
N -1.26385 -1.56316 -9.03441 0.0 0.0 0.0 0.14
C -1.33855 0.94571 -6.54055 0.0 0.2 -0.2 -0.22
C -1.42121 1.47641 -5.26099 0.0 0.0 0.1 -0.08
C -1.57899 0.68552 -4.11619 0.0 0.1 0.0 -0.70
S -1.69244 1.48489 -2.55974 -0.2 0.0 -0.3 0.40
C -1.15510 1.82249 -7.66909 0.0 -0.2 0.2 -0.19
N -1.00005 2.53962 -8.55593 0.0 0.0 0.0 0.14
H -1.66467 -2.31541 -5.70672 0.0 0.0 0.0 0.11
H -1.35495 2.55032 -5.13677 0.0 0.0 0.0 0.10
N -0.59083 4.35454 0.68043 -0.3 0.0 0.1 0.15
C -1.96537 4.36945 0.63534 0.1 0.2 -0.4 -0.43
C -2.70369 5.39391 1.24819 -0.1 0.1 0.0 -0.04
C -4.07924 5.33122 1.19899 0.0 0.1 0.0 -0.10
C -4.69779 4.27336 0.53930 0.0 0.0 -0.1 -0.10
C -3.88397 3.31435 -0.03984 0.1 -0.1 0.0 -0.15
N -2.55097 3.34133 0.01496 0.1 0.2 0.1 0.11
H -0.12674 5.22833 0.85845 0.0 0.1 0.1 0.09
H -0.15839 3.80676 -0.05002 0.0 -0.1 0.0 0.07
H -2.19244 6.21350 1.73984 0.0 0.0 0.0 0.10
H -4.67255 6.10917 1.66487 0.0 0.0 0.0 0.10
H -5.77450 4.19878 0.46837 0.0 0.0 0.0 0.09
H -4.30788 2.47735 -0.58750 0.0 0.0 0.0 0.06
C 0.25144 6.55757 -2.53884 0.0 0.0 0.0 -0.17
C -0.44031 5.30711 -3.04010 0.1 -0.1 0.1 -0.20
N 0.13042 4.15416 -2.37440 0.1 0.1 -0.1 0.03
C 1.46155 4.01772 -2.07336 0.1 0.0 -0.2 -0.40
N 1.90135 2.84630 -1.76908 0.0 -0.1 0.2 0.07
C 3.31066 2.66700 -1.42583 -0.2 0.0 0.0 -0.23
C 3.97473 3.94257 -0.93991 -0.1 0.0 -0.1 -0.18
C 3.65264 5.05164 -1.92017 0.0 0.0 0.0 -0.17
N 2.21176 5.18849 -2.04882 0.0 0.1 0.1 -0.05
C 1.74246 6.37561 -2.74375 0.0 -0.1 0.0 -0.18
H 0.04396 6.68979 -1.47351 0.0 0.0 0.0 0.11
H -0.10165 7.44011 -3.07472 0.0 0.0 0.0 0.11
H -0.32778 5.24734 -4.13084 0.0 0.0 0.0 0.12
H -1.50896 5.32447 -2.82469 0.0 0.0 0.0 0.12
H -0.34976 3.26510 -2.52954 -0.1 -0.1 0.1 -0.02
H 3.85305 2.27736 -2.29592 0.0 0.0 -0.1 0.11
H 3.38264 1.90246 -0.65027 0.0 0.0 -0.2 0.08
H 5.05442 3.81014 -0.85311 0.0 0.0 0.0 0.11
H 3.58141 4.20855 0.04571 0.0 0.0 0.0 0.11
H 4.11367 4.82890 -2.89334 0.0 0.0 0.0 0.13
H 4.04999 6.01055 -1.58274 0.0 0.1 0.0 0.11
H 1.95298 6.31521 -3.82216 0.0 0.0 0.0 0.13
H 2.30131 7.22887 -2.35516 0.0 0.0 0.0 0.12
```
Positions in Å, forces in eV/Å.

Output
- HOMO energy: -2.9 eV
- Total charge: -1
- Largest force on an atom: 0.77 eV/A
- 2S+1: 1
- Lowest unoccupied orbital energy: 1.8 eV